Entry 1:
A structure of composition C9H14N2O5Rh, computed with ωB97M-V/def2-TZVPD.

Last column: Löwdin spin population.
CARTESIAN COORDINATES (ANGSTROEM)
Rh -0.003 0.053 -0.076  1.229
C 0.077 1.489 1.147  0.115
O 0.125 2.425 1.864  0.042
C -0.008 1.185 -1.515  0.112
O -0.010 1.954 -2.398  0.051
C -1.930 0.042 0.035  0.138
O -3.087 0.126 0.084  0.078
C 1.928 -0.074 -0.070  0.133
O 3.091 -0.062 -0.079  0.068
H -0.090 -3.732 -2.513  0.001
H -0.093 -3.302 -3.074  0.001
C -2.523 -1.059 2.686  0.075
N -1.267 -0.671 3.362  0.465
C -1.527 -0.142 4.712  0.053
C -0.037 -0.926 2.863  0.064
O 0.018 -1.289 1.614  0.569
N 1.136 -0.970 3.516  0.456
C 1.444 -0.726 4.931  0.070
C 2.387 -1.370 2.805  0.052
H -3.092 -1.721 3.339  0.033
H -2.341 -1.621 1.780  0.005
H -3.141 -0.157 2.519  0.029
H -1.282 -0.910 5.456  0.031
H -1.002 0.808 4.840  0.016
H -2.589 0.065 4.857  0.003
H 1.820 -1.648 5.385  0.031
H 2.209 0.049 5.004  0.029
H 0.616 -0.371 5.558  0.000
H 2.237 -2.282 2.224  0.016
H 2.723 -0.530 2.185  0.030
H 3.213 -1.541 3.500  0.003

Calculated values
Strongest force on any atom in eV/Å: 10.21
2S+1: 5
ΔE to the lowest compared entry with this formula, charge and spin in kcal per mole: 40.0
Total energy in eV: -25746.4727
<S²>: 6.047
Charge: +3
LUMO level (spin up / spin down) in eV: -11.81 / -16.94

---

Entry 2:
A structure of composition C3F21HfO17P2S5, computed with ωB97M-V/def2-TZVPD.

Last column: Löwdin spin population.
CARTESIAN COORDINATES (ANGSTROEM)
Hf -0.336 0.379 -0.309  0.008
S -1.607 2.810 0.802  0.000
O -2.143 1.677 0.124  0.003
O -1.977 2.758 2.212  0.003
O -0.209 2.461 0.604  0.000
O -1.927 4.121 0.159  0.002
S -1.160 -1.432 -2.691  -0.006
O -1.072 -2.885 -2.584  0.037
O -1.858 -0.777 -1.551  0.475
O 0.051 -0.717 -2.314  0.480
O -1.660 -0.933 -3.932  -0.002
C 2.975 -0.454 3.388  0.000
F 3.898 -0.754 2.407  0.000
F 2.427 -1.541 3.942  0.000
F 3.679 0.157 4.432  0.000
S 1.679 0.816 2.751  0.000
O 1.141 0.280 1.466  0.001
O 0.625 0.860 3.753  0.000
O 2.389 2.044 2.531  0.000
C -0.747 -4.342 0.670  0.000
F -0.288 -5.529 0.383  0.000
F -1.641 -3.980 -0.274  0.000
F -1.302 -4.431 1.886  0.000
S 0.804 -3.108 0.614  0.000
O 1.805 -3.703 -0.294  0.000
O 0.270 -1.801 0.185  -0.002
O 1.362 -3.062 2.020  0.000
C -1.611 2.640 -4.422  0.000
F -2.864 2.227 -4.003  0.000
F -0.960 1.593 -4.980  0.000
F -1.793 3.608 -5.359  0.000
S -0.469 3.188 -2.881  0.000
O 0.852 3.507 -3.405  0.000
O -1.190 4.305 -2.352  0.000
O -0.392 2.024 -1.985  -0.001
P 3.248 0.899 -1.084  0.000
F 1.850 1.722 -0.676  0.000
F 3.762 0.918 0.442  0.000
F 2.248 -0.350 -0.687  0.000
F 4.346 -0.135 -1.647  0.000
F 2.563 0.854 -2.521  0.001
F 4.221 2.158 -1.492  0.000
P -2.726 -1.190 2.394  0.000
F -2.653 -0.088 3.632  0.000
F -1.603 -2.111 3.135  0.000
F -3.903 -2.045 3.126  0.000
F -2.729 -2.186 1.042  0.001
F -3.856 -0.172 1.667  0.000
F -1.515 -0.280 1.677  0.000

Calculated values
Strongest force on any atom in eV/Å: 7.95
2S+1: 2
Total energy in eV: -169057.2878
<S²>: 0.758
Charge: -4
LUMO level (spin up / spin down) in eV: 8.10 / 5.08

---

Q: Which value of 2S+1 does entry 1 give?
A: 5

---

Q: The highest charge belongs to which entry?
A: C9H14N2O5Rh

---

Q: What is the 2S+1 in the second record?
A: 2

---

Q: Number 1 is which compound?
A: C9H14N2O5Rh